{"formula": "C5H9N2", "method": "ωB97M-V/def2-TZVPD", "species": ["C", "C", "C", "C", "C", "N", "N", "H", "H", "H", "H", "H", "H", "H", "H", "H"], "positions_angstrom": [[2.9329, 1.0394, -0.2623], [2.3835, -0.1033, -0.0093], [-1.4004, 0.6599, -0.2517], [-2.0031, -1.7364, -0.0558], [1.8458, -1.2590, 0.2274], [-1.8525, -0.5297, -0.3070], [-1.9826, 1.6613, 0.3678], [2.3678, 1.9464, -0.4102], [-0.5184, 0.8715, -0.8551], [-2.6569, -2.3418, -0.6727], [-1.4922, -2.2146, 0.7778], [4.0000, 1.1386, -0.3198], [1.6038, -1.9479, -0.5657], [1.6787, -1.5972, 1.2382], [-1.6325, 2.6029, 0.2765], [-2.8127, 1.5242, 0.9285]], "atomic_forces_ev_per_a": [[0.059, 0.286, -0.002], [-0.114, 0.145, -0.136], [0.457, 0.541, -0.322], [0.080, -0.400, 0.202], [-0.272, -0.317, 0.178], [-0.337, -0.167, -0.117], [-0.213, 0.058, 0.260], [-0.185, 0.062, -0.005], [0.005, -0.021, 0.133], [-0.083, -0.009, -0.122], [0.061, 0.069, 0.068], [0.367, -0.048, -0.023], [0.031, -0.081, -0.229], [0.015, -0.018, 0.203], [0.065, -0.118, -0.036], [0.064, 0.017, -0.050]], "mulliken_charge": [-0.656, 0.412, 0.196, -0.194, -0.767, -0.109, -0.296, 0.213, 0.302, 0.285, 0.283, 0.257, 0.298, 0.270, 0.259, 0.247], "relative_energy_ev": 4.107, "orbital_gap_ha": 0.3192, "homo_energy_ev": -13.138, "lumo_ev": -4.45, "charge": 1, "e_tot_ev": -8301.6256}